Molecular formula: C28H47Cl3IMnN3O3SeSi
Method: DFT, ωB97M-V with the def2-TZVPD basis set

The geometry in XYZ format:
```
88
Properties=species:S:1:pos:R:3:mulliken_charge:R:1
Mn -0.28 1.05 1.65 0.86
C 3.12 1.26 1.28 -1.14
Si 2.01 0.12 2.23 0.99
C 2.18 0.41 4.10 2.01
C 2.06 1.91 4.41 -1.77
C 1.19 -0.38 4.96 -1.50
C 3.62 -0.06 4.39 -1.98
C 2.17 -1.62 1.50 2.41
C 1.24 -2.63 2.19 -1.95
C 3.63 -2.04 1.75 -1.92
C 1.92 -1.60 -0.01 -1.72
H 4.06 0.73 1.08 0.46
H 3.36 2.16 1.85 0.30
H 2.69 1.55 0.32 0.23
H 1.12 2.34 4.08 0.27
H 2.89 2.48 3.98 0.36
H 2.12 2.04 5.50 0.56
H 0.20 0.07 4.97 0.23
H 1.55 -0.38 5.99 0.56
H 1.11 -1.43 4.65 0.23
H 4.37 0.38 3.72 0.38
H 3.71 -1.14 4.36 0.48
H 3.86 0.26 5.41 0.53
H 1.58 -2.85 3.20 0.45
H 1.26 -3.57 1.63 0.50
H 0.20 -2.29 2.24 0.19
H 3.90 -2.07 2.80 0.36
H 4.35 -1.40 1.23 0.37
H 3.75 -3.05 1.36 0.54
H 0.89 -1.38 -0.26 -0.05
H 2.16 -2.59 -0.42 0.69
H 2.56 -0.87 -0.53 0.32
C 1.33 2.14 -5.89 -1.22
C 1.75 1.30 -4.69 -0.56
C 0.62 0.42 -4.14 0.35
C -0.62 1.23 -3.79 -1.62
N -1.63 0.42 -3.09 0.48
C -1.74 0.21 -1.78 0.47
Se -0.60 1.18 -0.61 -0.50
N -2.76 -0.62 -1.54 0.58
C -3.25 -1.07 -0.23 -0.12
C -3.31 -2.58 -0.08 -0.82
C -1.99 -3.32 -0.32 0.20
C -1.55 -3.47 -1.78 -1.16
C -3.36 -0.95 -2.76 0.61
C -4.47 -1.73 -3.07 -0.73
C -4.76 -1.87 -4.41 -0.87
C -3.99 -1.26 -5.41 -0.85
C -2.90 -0.47 -5.10 -0.77
C -2.62 -0.32 -3.74 0.89
H 2.20 2.61 -6.35 0.40
H 0.64 2.94 -5.62 0.29
H 0.85 1.52 -6.66 0.30
H 2.12 1.95 -3.89 0.24
H 2.57 0.64 -4.97 0.41
H 0.96 -0.09 -3.23 -0.04
H 0.36 -0.35 -4.87 0.40
H -1.10 1.63 -4.67 0.39
H -0.35 2.07 -3.14 0.30
H -4.24 -0.64 -0.07 0.32
H -2.59 -0.66 0.51 -0.57
H -4.09 -3.01 -0.71 0.42
H -3.62 -2.75 0.95 0.54
H -2.10 -4.32 0.11 0.51
H -1.20 -2.83 0.26 -0.48
H -2.37 -3.83 -2.40 0.33
H -0.74 -4.20 -1.86 0.49
H -1.17 -2.54 -2.21 0.09
H -5.08 -2.20 -2.32 0.41
H -5.61 -2.48 -4.70 0.44
H -4.24 -1.42 -6.45 0.43
H -2.30 0.00 -5.87 0.44
Cl -3.33 -1.53 4.15 -0.09
C -3.04 0.19 3.95 0.89
Cl -2.99 0.99 5.50 -0.06
Cl -4.26 0.92 2.89 -0.10
C -1.72 0.40 3.20 -0.25
O -0.99 1.44 3.39 -0.56
O -1.36 -0.41 2.28 -0.17
N 0.34 4.48 -0.03 -0.15
C 0.88 3.97 1.06 0.41
O 0.56 2.85 1.50 -0.69
C 1.93 4.76 1.78 -1.16
I 1.22 6.67 2.38 0.21
H -0.39 3.99 -0.51 0.12
H 0.56 5.43 -0.32 0.25
H 2.79 4.93 1.13 0.48
H 2.23 4.23 2.67 0.21
```

## Properties
- F_max (eV/Å) = 1.48
- energy above the lowest of the compared OMol25 structures with the same formula, charge and spin (kJ/mol) = 80.8
- HOMO energy (spin up / spin down) (eV) = -14.0 / -14.0
- multiplicity = 2
- net charge = +2
- energy (eV) = -190610.9669
- lowest unoccupied orbital energy (spin up / spin down) (eV) = -7.91 / -6.83